Entry 1:
C17H34FHfNO5S2 | wB97M-V/def2-TZVPD

```
61
Properties=species:S:1:pos:R:3:forces:R:3:mulliken_charge:R:1
Hf -2.429 -0.602 0.193 5.40 0.51 4.88 1.4567
C 0.644 1.952 -3.742 -0.70 0.91 0.78 -1.6457
C 1.143 0.762 -2.924 0.14 -1.49 -0.30 1.1692
C 2.690 0.599 -2.899 0.80 1.67 -0.81 -1.1184
C 3.437 1.817 -2.266 -1.91 -1.90 1.41 -0.7697
C 3.007 1.693 -0.759 0.01 2.24 -0.73 -1.1989
C 1.443 1.837 -0.583 1.13 1.10 1.50 1.3164
N 0.699 0.955 -1.494 -4.75 -1.23 1.19 0.9722
O -0.563 0.598 -1.103 3.43 -0.07 -0.87 -0.3032
C 1.058 3.350 -0.834 -1.34 0.15 -0.45 -1.8195
C 1.032 1.639 0.899 0.24 -1.38 -0.32 -1.9008
C 0.671 -0.565 -3.605 -0.02 -0.84 1.08 -1.2848
H 1.311 2.282 -4.536 -0.05 -0.47 -0.14 0.3354
H 0.485 2.821 -3.105 0.33 0.06 -0.08 0.4150
H -0.373 1.737 -4.067 0.21 -0.14 -0.52 0.4014
H 2.887 0.492 -3.966 0.41 0.01 0.04 0.6988
H 3.052 -0.306 -2.411 -0.40 -0.15 0.05 0.1212
H 2.992 2.754 -2.599 0.37 -0.01 -0.38 0.2481
H 4.520 1.831 -2.360 -0.13 -0.17 -0.22 0.4730
H 3.369 2.652 -0.382 -0.14 -0.04 0.61 0.5098
H 3.502 0.974 -0.107 -0.33 -0.64 -0.48 0.3827
H 0.000 3.419 -1.099 -0.06 -0.34 -0.52 0.5238
H 1.622 3.886 -1.596 0.15 -0.22 0.09 0.3076
H 0.975 3.966 0.062 1.03 -0.43 0.39 0.4483
H 1.783 2.049 1.575 -0.23 0.89 -0.33 0.4934
H 1.062 0.602 1.240 -0.33 -0.27 -0.54 0.3064
H 0.016 2.000 1.036 0.23 0.19 0.39 0.4634
H -0.341 -0.740 -3.971 -0.19 0.99 0.07 0.3874
H 0.806 -1.408 -2.922 0.24 0.05 0.28 0.1240
H 1.345 -0.798 -4.427 -0.07 0.35 -0.10 0.4501
F -0.960 -0.371 1.892 -2.81 -0.12 -3.09 -0.5192
C 1.681 -4.953 -1.643 -1.24 0.58 1.72 -0.6374
C 2.564 -3.730 -1.542 1.10 0.57 -1.55 -0.8412
C 2.187 -2.716 -0.389 0.63 -0.46 -1.73 0.5828
S 0.520 -3.239 0.059 0.83 -3.18 0.81 0.8435
O -0.457 -2.143 -0.158 -0.73 0.50 0.35 0.0771
O 0.583 -4.129 1.216 -0.42 2.23 -0.05 -0.6214
C 0.310 -4.430 -1.247 -0.66 2.08 -0.98 -0.7546
H 1.934 -5.630 -0.826 0.38 -0.73 -0.71 0.3291
H 1.600 -5.316 -2.664 0.46 -0.58 0.31 0.3639
H 2.566 -3.225 -2.513 -1.02 0.54 0.03 0.2268
H 3.607 -4.020 -1.685 0.27 -0.10 1.48 0.5339
H 2.132 -1.742 -0.873 -0.08 0.18 0.46 -0.8230
H 2.953 -2.740 0.383 -0.63 0.00 0.49 0.5578
H -0.005 -3.690 -1.990 -0.50 -0.68 -0.78 0.3271
H -0.503 -5.080 -0.930 0.18 -0.16 -0.16 0.5074
C -3.448 1.887 5.154 -0.85 -0.53 -0.28 -0.6324
C -4.981 1.905 4.920 -1.00 -1.91 -0.54 -0.6377
C -5.219 1.120 3.611 0.52 1.07 -1.34 -0.8310
S -4.140 -0.317 3.651 -3.30 1.85 1.91 0.9475
O -3.719 -0.586 2.252 1.13 -0.53 -2.35 -0.7911
O -4.899 -1.291 4.399 1.20 -0.42 -0.97 -0.5600
C -2.925 0.468 4.648 1.44 0.61 0.42 -0.3340
H -3.219 2.037 6.208 0.06 -0.38 -0.01 0.3298
H -3.012 2.755 4.662 0.21 -0.37 -0.45 0.3161
H -5.496 2.863 4.897 0.48 0.17 -0.15 0.4193
H -5.603 1.282 5.566 0.68 0.27 1.10 0.3157
H -4.920 1.772 2.787 0.10 -0.24 -0.32 0.3572
H -6.213 0.733 3.390 -0.09 0.12 0.35 0.4892
H -2.049 0.427 3.997 0.33 0.57 0.27 0.1009
H -2.711 -0.148 5.520 -0.17 -0.30 -0.20 0.3945
```
Forces are in eV/Å.

Calculated values
Net charge: +2
Kohn-Sham gap in eV: 4.53
Spin multiplicity: 1
Highest occupied orbital energy in eV: -13.8

---

Entry 2:
C23H18N3O6SSr | wB97M-V/def2-TZVPD

```
52
Properties=species:S:1:pos:R:3:forces:R:3:mulliken_charge:R:1
Sr 0.908 -0.072 -2.044 -0.44 -1.77 0.30 2.0022
O -2.551 2.749 -3.363 1.10 0.04 0.69 -0.4244
C -1.452 2.158 -2.872 -1.30 -2.39 -1.13 0.4645
O -1.376 0.941 -2.648 -0.32 2.10 -0.20 -0.6152
C -0.284 3.034 -2.797 1.64 1.05 0.03 0.2507
C -0.339 4.425 -2.876 0.39 -0.09 -0.12 -0.4642
C 0.843 5.164 -2.675 -0.69 0.10 -0.24 -0.6224
C 2.042 4.478 -2.661 1.23 -0.73 0.68 -0.7884
C 2.028 3.063 -2.512 -2.32 0.98 -1.75 0.6791
N 0.878 2.379 -2.666 0.00 1.14 1.13 -0.1842
C 3.166 2.156 -2.638 1.70 -4.43 -0.58 0.7843
O 4.268 2.619 -3.223 -0.45 0.32 0.33 -0.4172
O 3.096 0.895 -2.415 0.50 4.87 -0.53 -0.6465
H -3.259 2.104 -3.469 -0.22 -0.34 0.08 0.3889
H -1.247 4.877 -3.254 -0.13 0.25 0.71 0.4975
H 0.808 6.259 -2.546 0.07 -0.70 -0.60 0.4402
H 3.009 5.017 -2.788 -0.88 -0.29 0.66 0.2780
H 4.169 3.537 -3.560 0.10 -0.68 0.40 0.3195
C -3.911 1.530 4.529 1.09 1.43 -0.13 -1.4213
C -2.689 1.107 3.753 -0.49 -0.49 -0.40 0.9509
C -1.393 1.522 4.077 0.03 0.48 -0.15 -0.7842
C -0.312 1.221 3.269 -0.69 -0.61 -0.05 -0.7691
C -0.538 0.386 2.175 0.87 0.55 -0.24 0.2524
C -1.767 -0.130 1.883 -1.60 -0.36 -0.32 -0.2597
C -2.882 0.261 2.659 1.60 0.07 -0.35 -0.8976
S 0.849 0.129 1.108 0.25 -1.10 -1.73 1.5687
O 0.938 1.184 0.073 -0.34 0.92 0.53 -0.6948
O 1.990 -0.011 1.956 0.38 0.38 0.32 -0.6518
N 0.594 -1.119 0.109 -0.39 2.29 0.93 -0.4735
C 0.699 -2.361 0.598 -0.25 -1.76 1.67 0.2496
C 0.834 -2.691 1.953 0.28 -0.28 -1.27 -0.5867
C 1.157 -4.004 2.331 -0.55 -1.00 0.62 -0.9943
C 1.074 -5.081 1.466 -0.42 1.99 -0.31 -0.9485
C 0.795 -4.781 0.112 0.29 0.54 -0.96 1.0835
C 0.800 -5.796 -0.875 -0.46 1.08 -0.69 -0.5642
C 0.681 -5.426 -2.210 0.00 -0.29 0.98 -0.7343
C 0.656 -4.065 -2.536 -0.27 0.40 0.08 -0.1893
N 0.663 -3.068 -1.657 -0.29 -0.33 -1.19 -0.2260
C 0.656 -3.401 -0.356 1.05 -1.88 1.10 0.1201
H -3.746 2.564 4.932 -0.41 -0.99 -0.17 0.3556
H -4.126 0.840 5.306 0.01 -0.49 1.04 0.3107
H -4.779 1.503 3.899 -0.41 0.28 -0.45 0.3801
H -1.236 2.186 4.915 -0.08 -0.02 0.18 0.3911
H 0.688 1.552 3.465 0.21 0.24 0.20 0.4952
H -1.887 -0.824 1.035 0.05 0.48 0.43 0.3106
H -3.869 -0.045 2.362 -0.22 -0.20 0.08 0.3663
H 0.759 -1.881 2.651 0.30 -0.19 0.52 0.4477
H 1.401 -4.232 3.372 -0.18 0.30 -0.22 0.3570
H 1.145 -6.096 1.777 0.32 -0.54 0.26 0.4069
H 0.872 -6.817 -0.541 0.04 -0.28 -0.16 0.4281
H 0.590 -6.152 -3.003 0.18 -0.10 -0.01 0.3814
H 0.586 -3.785 -3.583 0.13 0.03 0.03 0.3969
```
Forces are in eV/Å.

Calculated values
Net charge: +1
Kohn-Sham gap in eV: 5.05
Spin multiplicity: 1
Highest occupied orbital energy in eV: -9.5

---

Entry 3:
C31H24IrN4O7P | wB97M-V/def2-TZVPD

```
68
Properties=species:S:1:pos:R:3:forces:R:3:mulliken_charge:R:1
Ir -0.194 -0.657 -0.369 0.69 0.40 0.04 2.2830
O -3.522 -0.555 -2.542 -0.12 -0.22 0.05 -0.6173
C -2.668 -0.701 -1.720 0.26 0.28 -0.07 0.0936
O -1.425 -0.200 -1.853 -0.21 -0.27 0.13 -0.5599
C -2.904 -1.385 -0.385 0.06 0.04 -0.10 0.6689
C -3.993 -2.122 0.027 -0.09 0.10 0.00 -0.6757
C -3.950 -2.702 1.294 0.01 0.02 -0.01 -0.5787
C -2.845 -2.528 2.124 0.00 0.06 0.11 -0.8202
C -1.790 -1.774 1.653 0.06 0.17 0.03 0.5999
N -1.871 -1.245 0.438 0.07 -0.37 -0.09 0.6743
C -0.474 -1.444 2.346 -0.19 0.12 0.12 -0.0692
O -0.226 -1.849 3.450 0.01 -0.03 -0.03 -0.6789
O 0.312 -0.655 1.630 0.11 -0.23 -0.02 -0.8595
H -4.838 -2.233 -0.639 -0.01 -0.03 0.02 0.6007
H -4.784 -3.300 1.635 -0.01 0.01 0.00 0.4855
H -2.782 -2.957 3.115 -0.03 -0.03 -0.02 0.6258
O 3.458 -0.832 -0.797 0.14 0.02 -0.07 -0.5960
C 2.789 0.155 -0.813 -0.41 0.05 0.14 -0.1741
O 1.487 0.178 -1.235 0.24 -0.26 -0.67 -0.8388
C 3.141 1.530 -0.382 0.03 -0.06 0.02 0.1326
C 4.439 2.008 -0.293 -0.04 0.02 0.02 -0.5393
C 4.629 3.333 0.067 0.02 0.01 0.00 -0.6468
C 3.538 4.152 0.338 0.02 0.02 0.00 -0.7821
C 2.241 3.660 0.275 -0.02 0.00 0.03 0.0332
C 2.046 2.333 -0.085 0.08 -0.30 0.15 0.2516
P 0.397 1.584 -0.320 -0.28 0.37 0.35 2.5069
C -0.250 2.465 -1.748 -0.02 -0.06 0.02 0.6896
C 0.150 2.121 -3.039 0.00 -0.05 -0.03 -0.4267
C -0.284 2.873 -4.115 -0.04 0.03 -0.01 -0.9006
C -1.113 3.970 -3.914 0.03 -0.02 -0.02 -0.6009
C -1.504 4.320 -2.632 0.01 -0.02 0.03 -0.7741
C -1.075 3.569 -1.546 -0.04 0.06 -0.02 -0.6304
C -0.520 2.097 1.165 -0.14 0.34 -0.14 0.5596
C -1.914 1.984 1.147 0.02 -0.01 -0.04 -0.4894
C -2.655 2.280 2.275 0.00 -0.02 0.05 -1.0278
C -2.010 2.670 3.445 -0.03 0.00 -0.01 -0.6907
C -0.630 2.764 3.477 0.01 -0.01 -0.02 -0.8494
C 0.117 2.482 2.338 0.00 -0.08 0.07 -0.8233
H 5.272 1.358 -0.523 -0.01 -0.01 0.00 0.5404
H 5.630 3.738 0.126 0.00 0.00 0.00 0.4354
H 3.702 5.187 0.605 -0.01 0.00 0.00 0.4575
H 1.403 4.309 0.495 -0.01 -0.01 0.00 0.5340
H 0.784 1.262 -3.208 -0.01 0.00 0.02 0.4423
H 0.017 2.596 -5.116 0.00 0.00 0.00 0.4428
H -1.453 4.552 -4.761 0.00 0.00 0.00 0.4185
H -2.145 5.175 -2.471 0.00 0.00 0.01 0.4535
H -1.385 3.854 -0.550 0.01 0.00 -0.01 0.3798
H -2.420 1.674 0.238 0.00 0.02 0.00 0.5404
H -3.735 2.206 2.248 0.00 0.01 -0.01 0.4797
H -2.589 2.897 4.330 0.00 0.00 0.00 0.4340
H -0.127 3.053 4.390 0.01 0.00 0.00 0.4556
H 1.195 2.539 2.386 -0.01 0.01 0.00 0.4660
C -0.348 -5.711 -1.723 0.05 0.01 -0.02 -0.9864
N 0.505 -4.889 -0.864 0.07 -0.06 0.00 0.1382
C 1.476 -5.443 -0.088 -0.01 0.05 -0.05 -0.0443
C 2.205 -4.706 0.770 -0.02 0.01 -0.06 -1.3441
C 1.918 -3.305 0.839 0.09 0.03 0.08 0.8122
N 1.019 -2.756 0.024 -0.32 -0.27 0.07 0.0362
C 0.260 -3.535 -0.790 0.02 0.11 -0.08 0.0112
O -0.652 -3.017 -1.442 -0.04 0.02 0.06 -0.7068
N 2.528 -2.538 1.733 0.16 0.06 -0.08 -0.1008
H 0.185 -6.625 -1.968 -0.01 -0.01 0.01 0.3691
H -0.571 -5.160 -2.631 0.00 0.00 0.00 0.3246
H -1.281 -5.953 -1.215 -0.01 0.01 -0.01 0.3047
H 1.617 -6.509 -0.203 0.00 0.00 0.01 0.3803
H 2.967 -5.154 1.388 0.00 0.01 0.01 0.4379
H 3.230 -2.917 2.342 -0.03 -0.02 0.02 0.2203
H 2.269 -1.568 1.823 -0.08 0.00 0.03 0.1126
```
Forces are in eV/Å.

Calculated values
Net charge: +1
Kohn-Sham gap (alpha / beta) in eV: 8.37 / 7.55
Spin multiplicity: 2
Highest occupied orbital energy (alpha / beta) in eV: -11.7 / -11.7